Entry 1:
The following is a quantum chemistry calculation of 11 unconnected molecules or ions with the total composition C47H122N6O21, from OMol25.

Summary:
Charge: -1
Electronic energy, eV: -102641.5390
LUMO energy (alpha / beta), eV: 2.073 / 2.070
Spin multiplicity: 2
HOMO energy (alpha / beta), eV: 0.4 / -6.5
Molar mass, g/mol: 1107.5

XYZ file:
```
196
Properties=species:S:1:pos:R:3:mulliken_spin:R:1
O 2.676 -4.227 -5.970 -0.056
O 5.858 0.925 -2.280 -0.094
O 4.466 -1.126 -0.531 0.066
O 3.654 -0.187 3.206 0.000
O -0.295 -2.516 -0.608 -0.018
O 0.819 2.718 -2.235 -0.127
O -0.062 -3.557 -3.242 0.279
O -5.968 0.179 -1.302 -0.079
O -3.096 4.517 -6.283 -0.079
O -3.358 0.239 -2.984 -1.025
O -0.502 -0.994 6.021 0.000
O 0.446 5.092 5.778 0.000
O 3.026 2.076 7.557 -0.001
O 1.101 -1.792 -4.955 -1.952
O -0.813 -4.906 0.429 -0.004
O 0.179 -5.149 -5.934 -0.424
O -7.680 2.513 -0.955 -0.001
O 7.745 -4.213 0.643 -0.001
O -2.474 4.993 0.764 0.000
O 3.710 -5.230 -2.317 0.018
O -1.127 -5.011 4.055 -0.001
N -5.056 2.311 0.406 0.000
N -0.703 3.140 -5.107 0.053
N 4.051 -3.922 0.551 -0.005
N 0.694 0.457 8.115 0.000
N -5.996 1.891 -3.371 0.003
N 2.358 2.918 4.865 -0.001
C 8.808 -3.400 1.177 0.002
C 0.085 -5.669 -4.608 -0.065
C -4.585 2.149 -3.861 -0.169
C -0.779 -1.302 7.399 0.000
C -3.888 0.788 -4.181 0.299
C -8.891 2.433 -0.263 0.001
C 0.657 -1.539 -0.329 0.232
C -4.261 3.596 0.195 0.002
C -0.713 0.052 8.179 0.000
C 2.918 -4.682 0.016 -0.001
C -0.479 -5.039 2.769 0.000
C 3.424 -1.645 3.243 0.000
C -2.776 -1.043 -3.204 0.666
C -7.931 2.945 -2.277 -0.002
C 2.460 1.960 8.883 0.000
C 2.720 -4.571 -1.499 -0.038
C 3.685 -6.654 -2.293 0.008
C -4.287 1.141 -0.002 -0.009
C -0.752 -4.712 -3.664 0.137
C 3.178 2.014 4.045 -0.003
C -1.441 -4.644 1.649 0.001
C -6.564 3.135 -2.953 0.004
C 0.626 3.465 -4.485 0.341
C 0.086 6.230 4.989 0.001
C 4.565 -1.073 -1.958 0.004
C -0.564 2.586 -1.950 -0.038
C 1.900 4.985 5.993 0.000
C 0.710 -0.593 -1.479 -0.198
C 2.663 4.334 4.860 0.001
C 3.140 -3.150 -5.178 -0.311
C -0.689 3.804 -6.426 0.152
C -6.651 -0.957 -1.748 0.054
C 0.979 1.779 8.646 0.000
C 4.437 2.205 7.486 0.000
C 2.829 0.572 4.128 -0.001
C 2.413 -1.822 -5.474 1.102
C 1.182 2.344 -3.590 0.003
C -5.251 -0.038 -0.147 -0.007
C 4.599 0.387 -2.510 0.437
C 6.440 -3.615 0.708 -0.010
C -0.405 -2.181 5.185 -0.002
C -1.353 5.355 1.606 -0.005
C -3.080 3.771 1.225 0.004
C -2.105 3.804 -7.048 0.208
C 0.150 -0.822 0.979 -0.006
C -4.375 4.435 -6.934 0.012
C 5.318 -4.344 -0.034 0.002
H 2.386 2.594 5.821 0.000
H -1.003 6.259 4.959 0.000
H 1.342 3.567 -5.300 -0.138
H -0.536 4.863 -6.215 0.076
H -4.941 4.444 0.271 0.000
H 0.103 3.460 -7.091 -0.352
H -2.407 -5.134 1.524 0.001
H -1.165 -5.311 -2.852 -0.032
H -0.065 -1.975 7.872 0.000
H 5.773 1.638 -2.918 0.017
H -0.718 2.859 -0.906 0.003
H 2.915 -5.686 0.440 0.002
H -4.462 0.085 -4.784 0.094
H 1.152 0.386 -1.288 0.014
H -3.729 3.555 -0.755 0.001
H -4.293 4.438 -8.021 -0.012
H 3.922 -2.926 0.444 0.006
H -1.757 -1.761 7.549 0.000
H -0.887 -0.491 0.917 0.005
H 2.808 -7.039 -2.813 0.000
H -0.114 -2.769 -1.517 -0.035
H 4.705 2.164 6.431 0.000
H -1.491 3.500 -4.588 -0.008
H 2.097 -4.168 0.516 0.006
H 4.168 -2.144 2.623 -0.002
H -5.968 3.771 -2.298 0.000
H -1.566 5.790 2.583 -0.001
H 3.127 -3.363 -4.109 0.062
H -0.716 6.033 1.038 -0.002
H -0.690 -4.051 0.010 0.007
H -3.938 2.500 -3.057 0.002
H -6.750 3.771 -3.819 0.004
H -0.382 -5.713 -6.471 0.116
H 6.577 -2.583 0.384 0.008
H 5.512 -4.213 -1.099 0.000
H 4.197 -3.044 -5.421 -0.068
H -1.631 -5.826 4.105 0.000
H 2.406 4.884 3.954 -0.001
H 5.124 -0.510 -0.199 -0.009
H -0.263 -0.420 -1.938 0.008
H -3.550 0.861 0.751 -0.002
H 6.217 -3.587 1.774 -0.001
H 8.653 -2.958 2.161 0.000
H 2.057 4.344 6.860 0.000
H -8.439 3.902 -2.160 0.000
H 1.782 0.430 3.858 0.000
H -2.449 2.781 -7.200 0.003
H 0.823 -0.015 1.268 -0.010
H -3.619 -1.610 -3.598 0.009
H 0.308 -2.920 5.552 0.000
H 0.410 -4.409 2.763 0.001
H 3.949 0.948 -1.838 0.068
H 3.648 -1.951 4.265 0.000
H 9.009 -2.648 0.414 0.000
H 4.251 2.191 4.120 0.001
H -2.472 2.867 1.255 -0.001
H 2.906 0.127 5.120 0.000
H -6.038 -1.854 -1.831 0.000
H -5.987 2.233 0.024 0.000
H 2.303 5.988 6.132 0.000
H 4.361 0.617 -3.548 -0.161
H -2.050 4.254 -8.039 0.082
H 9.740 -3.965 1.153 0.000
H -8.731 2.432 0.815 0.001
H -1.199 3.265 -2.518 -0.003
H 4.939 3.074 7.911 0.000
H 3.061 2.294 2.998 0.006
H -1.292 0.774 7.604 0.000
H 0.478 6.154 3.975 0.000
H -9.334 1.468 -0.512 -0.001
H 0.513 1.967 9.614 0.000
H -7.210 -0.786 -2.668 0.009
H -1.900 -1.009 -3.852 0.168
H -2.351 -1.342 -2.246 0.056
H -3.521 3.855 2.218 0.000
H -7.423 -1.317 -1.067 0.003
H 0.921 0.593 7.140 0.000
H -0.147 -6.075 2.695 0.000
H -0.606 4.566 1.692 0.003
H 0.360 7.169 5.470 0.000
H -1.008 1.617 -2.180 0.022
H 1.334 -1.061 -2.241 -0.013
H 2.413 -2.041 3.151 0.001
H 0.704 -1.175 -5.574 0.806
H 5.395 -1.735 -2.202 -0.007
H 0.605 4.358 -3.860 0.087
H 2.267 2.309 -3.684 0.020
H -1.623 -3.573 1.733 0.004
H -0.390 -6.650 -4.631 0.079
H -8.570 2.327 -2.909 -0.002
H -5.804 -0.261 0.766 0.005
H 2.928 1.174 9.476 0.000
H 1.060 -5.671 -4.122 0.100
H -2.990 1.108 -4.708 0.013
H -5.029 3.593 -6.706 -0.015
H 1.731 -4.285 -5.810 0.142
H 2.639 -3.497 -1.666 -0.014
H 2.443 -1.589 -6.538 0.136
H 2.699 2.916 9.348 0.000
H -1.122 -0.072 9.181 0.000
H -5.923 1.324 -2.539 0.001
H 0.717 1.397 -3.864 -0.025
H -0.087 -1.902 4.181 0.001
H 0.157 -1.527 1.810 -0.003
H -1.635 -4.348 -4.190 0.136
H 2.965 -1.014 -4.993 0.232
H -1.367 -2.662 5.005 0.000
H -4.983 5.292 -6.642 0.004
H 3.712 4.550 5.065 0.000
H -4.613 -0.909 -0.295 0.006
H 0.327 -3.106 -3.995 -0.006
H 5.359 -5.414 0.169 0.000
H 4.593 -6.994 -2.791 0.005
H 3.697 -1.581 -2.379 -0.082
H 1.628 -2.009 -0.172 0.015
H -4.664 2.801 -4.731 -0.008
H 4.905 1.273 7.805 0.000
H -9.679 3.146 -0.507 0.000
H -3.728 1.271 -0.929 0.000
H 1.699 -4.937 -1.607 -0.003
H 3.646 -7.002 -1.261 0.000
H 0.574 2.510 7.947 0.000
```

---

Entry 2:
The following is a quantum chemistry calculation of 12 unconnected molecules or ions with the total composition C47H125N17O19, from OMol25.

Summary:
SMILES: COCCNCCOC.COCCNCCOC.COCCNCCOC.COCCNCCOC.COCCNCCOC.COCCNCCOC.COCCNCCOC.NC(N)=O.NC(N)=O.NC(N)=O.NC(N)=O.NC(N)=O
Electronic energy, eV: -114993.8028
LUMO energy, eV: 0.581
ΔE to the lowest compared entry with this formula, charge and spin, kcal per mole: 75.7
HOMO energy, eV: -8.6
Molar mass, g/mol: 1232.6

XYZ file:
```
208
Properties=species:S:1:pos:R:3:lowdin_charge:R:1
O 6.192 1.344 -2.132 -0.194
O 2.506 1.429 -3.767 -0.216
O -2.685 -1.117 0.024 -0.067
O -6.508 0.234 2.971 -0.274
O -4.254 4.413 -2.401 0.040
O -2.028 1.719 2.981 -0.215
O 3.466 -3.896 -2.834 -0.205
O 4.031 4.578 4.295 -0.191
O -0.817 -4.936 -4.621 -0.231
O -4.149 -4.447 -0.940 -0.031
O -2.972 1.071 -8.436 -0.214
O 0.588 6.367 -1.039 -0.165
O -2.282 -2.788 4.526 -0.214
O 1.145 0.023 4.252 0.010
O -6.734 -3.828 6.769 -0.189
O 8.858 0.307 1.588 -0.213
O 1.272 1.020 0.350 -0.051
O -4.179 -0.729 -4.403 -0.181
O 4.667 -1.449 2.761 -0.190
N 5.614 2.121 3.471 -0.048
N -2.874 3.941 -0.570 0.143
N -4.149 0.237 1.169 0.191
N 0.557 3.116 -2.666 -0.055
N 8.841 1.202 -0.963 -0.034
N -2.685 -5.702 -2.120 0.162
N -2.025 -3.574 -1.363 0.189
N 2.181 1.688 5.353 0.185
N -4.770 -1.874 0.279 0.209
N -4.513 -4.614 5.193 -0.037
N -4.265 0.269 5.451 -0.060
N -0.243 -0.557 1.055 0.201
N -2.997 1.517 -5.291 -0.071
N 0.821 -3.900 -2.538 -0.067
N -0.741 1.070 -0.494 0.192
N 1.888 1.833 3.139 0.170
N -2.520 3.007 -2.703 0.170
C 3.033 -2.859 -1.995 -0.235
C 4.800 -3.789 -3.388 -0.054
C 0.485 4.953 -1.183 -0.239
C 3.357 1.938 -4.763 -0.100
C -6.640 0.387 4.384 -0.165
C -3.554 -4.728 4.034 -0.163
C 10.086 0.119 0.988 -0.270
C 8.534 -0.488 2.694 -0.090
C -2.785 2.359 -6.426 -0.246
C 7.976 0.014 -1.266 -0.195
C 0.735 -3.318 -3.880 -0.185
C 10.120 0.958 -0.239 -0.190
C 4.694 -0.253 3.530 -0.202
C -5.453 -0.452 5.055 -0.159
C -1.285 2.900 2.814 -0.120
C -3.035 -3.398 3.462 -0.178
C 5.397 4.516 3.736 -0.182
C 3.571 -1.404 1.812 -0.081
C -4.808 -1.086 -3.164 -0.061
C 0.119 0.510 0.318 -0.698
C 1.636 1.148 4.279 -0.726
C -3.008 -4.538 -1.421 -0.611
C 3.174 5.204 3.313 -0.128
C -3.123 1.741 3.923 -0.205
C -6.762 -4.878 5.863 -0.269
C 0.806 6.795 0.290 -0.101
C 5.235 0.911 2.650 -0.186
C -7.519 -4.153 7.908 -0.114
C 1.090 1.348 -4.170 -0.164
C -2.810 -0.559 -4.306 -0.270
C 1.622 -3.229 -1.590 -0.212
C -7.508 0.940 2.246 -0.089
C -3.279 3.871 -1.946 -0.620
C -1.952 -4.469 -5.296 -0.107
C 0.447 -4.398 -4.919 -0.211
C -3.582 2.034 -7.612 -0.237
C -3.696 0.451 -9.477 -0.104
C 0.374 2.668 -4.035 -0.190
C -3.825 -0.950 0.493 -0.591
C -2.300 0.239 -5.461 -0.170
C -3.183 0.415 4.544 -0.239
C 0.534 4.549 -2.586 -0.227
C -1.093 -2.182 4.141 -0.137
C 7.018 0.256 -2.456 -0.220
C 5.731 3.359 2.743 -0.217
C -5.882 -4.548 4.692 -0.201
C 5.088 1.026 -1.301 -0.086
H 5.597 5.423 3.160 0.113
H -3.404 0.920 1.409 0.091
H -7.427 -3.335 8.635 0.083
H 0.009 6.447 0.867 0.059
H 1.388 2.788 -2.281 0.083
H 3.297 6.282 3.222 0.084
H -0.176 1.645 -1.095 0.067
H 3.604 -2.709 -1.158 0.080
H 0.733 3.366 -4.724 0.101
H -2.637 -4.014 -4.570 0.072
H 10.905 0.364 1.674 0.125
H -0.681 2.449 -4.320 0.102
H 1.576 -2.724 -4.305 0.128
H 3.040 -1.927 -2.578 0.117
H 1.373 5.038 -3.047 0.129
H -0.479 2.633 2.180 0.041
H -8.531 0.535 2.484 0.108
H -2.204 0.255 5.024 0.137
H -1.143 -3.728 -1.800 0.039
H -3.995 -5.305 3.246 0.102
H -3.737 -2.680 3.082 0.091
H -5.128 -1.329 4.377 0.122
H -4.033 0.042 6.420 0.124
H 10.583 1.889 0.044 0.107
H 4.395 1.825 -1.374 0.073
H -7.752 -5.150 5.594 0.107
H 10.786 0.505 -0.981 0.115
H 4.896 2.158 4.194 0.087
H 6.431 -0.596 -2.755 0.100
H -4.510 1.529 -7.275 0.134
H -4.060 1.168 -10.283 0.104
H -4.236 -1.676 -2.536 0.029
H 1.164 0.932 -5.129 0.093
H -1.413 0.423 -0.869 0.085
H -3.644 4.099 0.023 0.073
H 4.411 1.197 1.955 0.087
H -4.010 1.382 -5.249 0.123
H 3.761 -0.063 3.945 0.064
H -2.589 -0.248 -6.408 0.128
H 6.091 4.441 4.554 0.112
H 5.334 0.862 -0.250 0.062
H -2.680 2.775 -3.654 0.039
H 3.240 2.980 -4.975 0.077
H 3.306 4.853 2.272 0.076
H -4.562 -0.053 -9.062 0.079
H -5.615 -1.828 0.700 0.059
H 7.586 -0.157 3.104 0.057
H 1.743 6.463 0.708 0.072
H -0.708 -1.562 4.984 0.089
H 8.200 1.862 -0.526 0.101
H 8.650 -0.849 -1.590 0.136
H -1.246 -0.723 0.975 0.048
H -1.339 -1.503 3.263 0.081
H 7.439 -0.410 -0.433 0.091
H 2.149 5.061 3.553 0.067
H 10.222 -0.936 0.802 0.112
H -3.373 -0.272 3.757 0.085
H 1.138 -2.340 -1.216 0.112
H 3.659 -0.597 1.038 0.082
H 1.193 -5.196 -4.957 0.127
H 7.658 0.546 -3.296 0.121
H 5.370 -0.562 4.355 0.135
H -6.381 -5.737 6.375 0.112
H -7.627 -0.052 4.656 0.124
H -2.173 -2.683 -0.841 0.073
H 5.440 -3.351 -2.596 0.086
H -2.559 -0.075 -3.386 0.107
H 6.021 0.643 1.939 0.093
H -7.142 -5.073 8.419 0.097
H 3.414 -2.449 1.454 0.093
H 4.355 1.771 -4.473 0.063
H 1.793 -3.940 -0.767 0.133
H -3.838 2.991 -8.159 0.142
H -6.565 1.426 4.686 0.114
H -1.748 2.348 -6.677 0.117
H -5.822 -1.554 -3.474 0.130
H 6.684 3.544 2.295 0.109
H -4.161 -3.818 5.665 0.081
H -1.210 0.346 -5.392 0.112
H 2.128 1.112 6.189 0.128
H 0.668 7.863 0.424 0.091
H 4.922 3.498 1.929 0.122
H 0.650 0.709 -3.414 0.119
H -2.259 -1.503 -4.374 0.104
H -7.158 0.830 1.231 0.084
H -3.418 -6.363 -2.097 0.085
H -1.695 -3.773 -6.079 0.077
H 0.405 -3.961 -5.937 0.124
H -8.617 -4.253 7.640 0.103
H -4.525 -2.873 0.042 0.098
H 3.128 1.315 -5.702 0.114
H -5.940 -5.302 3.938 0.104
H -0.179 -2.731 -3.910 0.099
H 1.347 4.443 -0.663 0.137
H -1.787 -5.875 -2.521 0.077
H 1.586 1.516 2.179 0.074
H -2.395 3.099 -0.365 0.031
H -4.980 0.245 1.795 0.067
H -1.568 2.866 -2.389 0.039
H -2.466 -5.418 -5.674 0.112
H -4.120 1.999 3.430 0.139
H -0.461 4.548 -0.668 0.125
H -4.907 -0.164 -2.607 0.083
H -7.562 1.957 2.511 0.068
H -0.353 -2.857 3.792 0.077
H 5.188 -4.730 -3.601 0.061
H 2.642 -1.228 2.350 0.062
H -2.998 -0.254 -9.921 0.084
H -5.809 -0.852 5.982 0.100
H 2.671 2.523 2.984 0.105
H 2.531 2.603 5.410 0.078
H 9.229 -0.300 3.525 0.094
H -2.889 2.486 4.643 0.109
H 4.569 0.115 -1.678 0.091
H -6.055 -3.575 4.155 0.124
H -2.764 -5.307 4.434 0.102
H -0.844 3.290 3.779 0.104
H -0.371 4.915 -3.024 0.123
H 8.448 -1.555 2.377 0.111
H -3.076 3.389 -6.166 0.130
H -1.766 3.771 2.274 0.094
H 1.182 -4.848 -2.671 0.122
H 0.279 -0.630 1.937 0.090
H 4.799 -3.043 -4.201 0.094
H -2.323 -3.726 2.697 0.123
```

---

Number 1: maximum force 3.21 eV/Å. Number 2: maximum force 3.99 eV/Å.